The following is a quantum chemistry calculation of a structure of composition C20H29BBeCl4F10N8O4S2 at a distorted geometry, from the OMol25 dataset.

Structure (XYZ):
```
79
Properties=species:S:1:pos:R:3:forces:R:3:mulliken_charge:R:1
Be 0.95919 1.84002 1.26881 0.0 0.4 0.4 -0.52
B 2.89756 3.24869 1.16970 3.6 2.2 1.0 -0.30
F 2.82274 4.62277 0.98138 -0.3 -1.0 -0.1 -0.38
F 2.18309 2.90828 2.37565 -1.5 -0.9 -1.0 -0.32
F 2.30581 2.54165 0.11567 -1.5 -1.3 2.0 0.08
F 4.20422 2.77479 1.26623 -0.8 0.3 0.1 -0.33
C 0.64198 -1.74990 0.65479 -0.5 3.1 -2.5 0.18
F 0.09736 -2.94752 0.58091 3.8 10.3 5.1 -0.50
F 1.16701 -1.56418 1.84042 0.5 3.0 -3.2 0.16
F 1.57642 -1.57451 -0.31368 -1.2 -0.4 1.2 -0.26
S -0.73371 -0.31099 0.37891 0.9 -0.7 -0.3 0.65
O -1.63234 -0.88057 -0.65093 8.3 7.8 1.3 0.15
O -1.36508 -0.03598 1.67136 3.4 -2.8 -9.1 -1.25
N 0.29793 1.04440 -0.06851 -1.1 -3.9 -2.0 0.85
S 0.09507 1.06675 -1.66572 1.7 0.8 -4.0 0.24
O 0.43784 -0.18419 -2.33811 -0.5 1.2 1.2 -0.56
O -1.14483 1.72645 -2.10381 2.9 -3.3 0.3 -0.78
C 1.61910 2.21388 -2.25983 -0.2 -0.8 -0.2 0.05
F 2.75386 1.57891 -1.96687 -0.8 0.9 -0.2 -0.10
F 1.56558 2.34981 -3.62243 -0.4 0.3 2.1 -0.28
F 1.54409 3.42149 -1.65888 1.7 -6.0 -1.1 -0.01
C 0.77902 -1.15476 4.30394 -0.4 0.3 -0.9 -1.45
C 0.89267 -0.22097 3.19826 0.5 5.3 -1.6 1.59
N 0.90667 0.55711 2.30941 1.3 -1.2 5.3 -0.33
H 1.58858 -1.88354 4.26397 0.2 0.3 0.5 0.35
H -0.12600 -1.70274 4.04175 -0.3 -0.2 0.4 0.52
H 0.62289 -0.57076 5.21095 0.3 -0.4 0.1 0.44
C -1.84339 0.46527 3.74860 -2.0 2.7 4.0 -0.06
C -2.56739 1.75626 3.93275 -0.6 0.2 0.2 -0.05
N -3.15060 2.74616 4.08744 0.7 -1.0 -0.3 -0.58
H -2.41180 -0.27798 4.30771 0.2 -0.2 0.1 0.56
H -0.87457 0.69360 4.19284 -0.2 -0.4 0.1 -0.05
H -1.76165 0.26266 2.68072 -1.7 1.2 4.6 0.64
C -0.59694 -4.21201 -0.46813 -0.7 -5.5 -4.1 -0.04
C -1.76866 -4.88922 0.09897 1.3 -0.9 -0.2 0.51
N -2.68265 -5.45233 0.49942 0.3 -0.5 0.3 -0.56
H -0.37176 -4.69794 -1.41746 -0.4 -0.3 -0.2 0.63
H 0.34875 -4.23596 0.07335 -0.8 -4.0 -1.4 -0.28
H -0.88380 -3.18994 -0.71545 0.3 -2.1 -0.6 -0.20
C 2.78055 -0.33486 -3.87740 0.3 -0.1 -0.8 0.10
C 4.06629 -0.17119 -4.58613 1.4 0.4 -0.2 0.07
N 5.08050 0.07484 -5.10043 -1.7 -0.6 0.8 -0.44
H 2.19463 0.54199 -4.15297 0.0 -0.6 0.0 0.01
H 2.87776 -0.34558 -2.79180 0.3 -0.3 -0.4 -0.06
H 2.25939 -1.22909 -4.21924 0.1 0.0 0.0 0.39
C -2.43373 -2.24363 0.86427 -3.5 -3.9 1.9 0.72
C -3.71294 -2.96791 0.70814 0.3 0.5 1.0 -0.18
N -4.66257 -3.59753 0.56270 -0.3 0.6 -0.1 -0.63
H -1.66077 -3.01183 0.88672 -1.3 0.6 1.0 -0.14
H -2.36089 -1.53490 1.68919 -1.0 -1.2 -0.3 0.21
H -2.25892 -1.74360 -0.08836 -2.7 -2.9 2.8 0.18
C -2.44573 3.16483 -0.53817 -0.6 0.5 0.9 -1.49
C -1.68333 2.58903 0.57538 -2.3 2.1 -1.1 0.83
N -1.07543 2.14597 1.42535 1.3 2.5 1.6 -0.13
H -3.47653 3.39379 -0.26775 0.0 -0.4 0.3 0.46
H -2.33209 2.51676 -1.40718 -1.2 0.7 0.9 0.59
H -2.05887 4.14962 -0.80013 0.3 -0.1 0.2 0.25
C -2.56882 -0.91875 -2.49794 -0.5 -0.7 -2.3 -0.65
C -2.31228 -2.30081 -2.07530 -1.4 -0.9 -2.0 0.64
N -2.17678 -3.41409 -1.81635 -2.4 1.5 -2.7 -0.43
H -3.14613 -0.96489 -3.42135 -0.4 0.2 0.2 0.59
H -1.58332 -0.52123 -2.74054 -0.6 0.0 -0.3 0.02
H -2.96666 -0.35146 -1.65650 -1.0 0.0 -1.5 0.10
Cl 1.68240 -4.28214 3.78406 0.5 -0.4 0.9 -0.18
C 1.62576 -3.67384 2.15053 0.1 -2.6 -0.2 0.51
C 2.96276 -3.33349 1.53084 0.2 -1.0 -0.5 -0.08
Cl 3.73548 -1.98261 2.29920 1.2 0.7 0.8 -0.15
H 0.94730 -2.82265 2.09341 1.0 -5.5 2.7 -0.61
H 1.23946 -4.50547 1.56124 0.1 -0.1 0.3 0.34
H 2.91018 -3.05301 0.47886 -0.5 -0.2 0.1 0.04
H 3.60875 -4.21111 1.50682 0.1 0.1 0.5 0.53
Cl 0.64463 6.70734 -2.91614 0.2 0.8 -0.9 -0.21
C 0.36014 5.20451 -2.07113 -0.9 1.0 -0.1 -0.06
C -0.60943 4.23578 -2.88143 1.0 2.0 1.2 0.86
Cl -2.18382 5.03024 -3.06767 -0.4 0.2 -0.5 -0.16
H 0.04734 5.59878 -1.10428 -1.0 -0.7 0.1 0.30
H 1.30269 4.71611 -1.82379 -1.3 3.9 -1.3 0.20
H -0.81354 3.30889 -2.34541 0.5 1.4 -0.6 -1.27
H -0.19573 4.05419 -3.87339 -0.1 0.0 0.1 0.48
```
Positions in Å, forces in eV/Å.

## Properties
LUMO energy = -1.8883 eV
frontier orbital gap = 8.6 eV
net charge = 0
E = -141314.0171 eV